Entry 1:
ORCA calculation (ωB97M-V/def2-TZVPD) on a structure of composition C34H37ClN7O2Pd.

Geometry as XYZ:
```
82
Properties=species:S:1:pos:R:3:lowdin_charge:R:1
Pd -0.298 -0.259 -0.480 0.90
C -4.228 -4.094 -0.715 -0.06
C -3.861 -3.054 0.126 -0.07
C -2.644 -2.418 -0.058 -0.05
C -1.799 -2.829 -1.080 -0.23
C -2.163 -3.864 -1.934 -0.01
C -3.378 -4.495 -1.741 -0.06
N -0.576 -2.114 -1.246 -0.08
N 0.279 -2.606 -2.010 0.12
C 1.363 -1.749 -2.173 -0.28
C 2.477 -2.144 -2.903 0.00
C 3.541 -1.266 -3.022 -0.07
C 3.481 -0.019 -2.413 -0.06
C 2.357 0.381 -1.689 -0.09
C 1.286 -0.480 -1.575 -0.18
H -5.177 -4.594 -0.574 0.11
H -4.519 -2.745 0.928 0.11
H -2.328 -1.621 0.606 0.05
H -1.499 -4.157 -2.734 0.11
H -3.670 -5.302 -2.399 0.11
H 2.497 -3.127 -3.354 0.12
H 4.420 -1.551 -3.582 0.11
H 4.320 0.658 -2.501 0.11
H 2.347 1.353 -1.217 0.08
C -2.951 -0.075 8.044 -0.04
C -1.845 0.841 7.507 -0.52
C -2.071 2.254 8.066 -0.04
C -0.489 0.361 8.047 -0.04
C -1.831 0.871 5.933 -0.43
O -0.765 1.684 5.475 0.00
C -3.171 1.350 5.350 -0.09
C -3.265 1.530 3.820 -0.12
C -2.586 2.735 3.219 -0.21
C -1.323 2.652 2.639 -0.05
C -0.705 3.770 2.101 -0.12
C -1.359 4.992 2.144 -0.66
Cl -0.589 6.396 1.474 0.73
C -2.617 5.104 2.711 -0.08
C -3.220 3.973 3.241 -0.03
C -1.534 -0.535 5.370 -0.02
N -0.860 -0.474 4.086 -0.09
C -1.358 -0.730 2.880 -0.18
N -0.441 -0.500 1.956 0.02
C 0.657 -0.177 2.692 -0.20
N 0.443 -0.146 3.981 0.15
H -2.863 -0.151 9.128 0.09
H -2.876 -1.090 7.647 0.09
H -3.948 0.308 7.825 0.08
H -2.055 2.210 9.155 0.09
H -3.031 2.681 7.781 0.08
H -1.276 2.941 7.769 0.09
H -0.421 0.605 9.107 0.09
H 0.337 0.847 7.530 0.09
H -0.358 -0.719 7.972 0.08
H -0.989 2.608 5.635 0.11
H -3.450 2.293 5.822 0.12
H -3.939 0.629 5.637 0.12
H -4.331 1.599 3.590 0.12
H -2.904 0.637 3.304 0.07
H -0.798 1.702 2.626 0.08
H 0.281 3.703 1.664 0.11
H -3.120 6.061 2.727 0.12
H -4.211 4.060 3.674 0.13
H -2.472 -1.066 5.208 0.14
H -0.917 -1.131 6.035 0.13
H -2.379 -1.039 2.721 0.13
H 1.614 0.063 2.259 0.12
N -4.755 1.922 0.050 0.18
C -4.075 3.105 0.141 -0.49
O -4.580 4.139 0.509 0.09
C -2.610 3.049 -0.195 -0.11
C -1.958 4.215 -0.584 0.00
C -0.605 4.167 -0.858 -0.05
C 0.066 2.963 -0.730 -0.10
N -0.542 1.850 -0.327 -0.03
C -1.857 1.898 -0.065 -0.12
H -5.753 1.993 0.178 0.12
H -4.441 1.213 -0.590 0.10
H -2.522 5.135 -0.658 0.14
H -0.064 5.050 -1.164 0.11
H 1.123 2.890 -0.940 0.11
H -2.309 0.984 0.317 0.10
```

Values from the calculation:
Charge: +1
E_HOMO in eV: -11.18
Energy above the lowest of the compared OMol25 structures with the same formula, charge and spin in kJ/mol: 96.4
Frontier orbital gap in eV: 7.47


Entry 2:
ORCA calculation (ωB97M-V/def2-TZVPD) on a structure of composition C34H37N4O4PTb at a distorted geometry.

Geometry as XYZ:
```
81
Properties=species:S:1:pos:R:3:lowdin_spin:R:1
Tb -0.366 -0.212 1.271 6.11
O 0.198 -4.797 2.359 0.00
C 0.139 -3.491 2.259 0.00
O -0.236 -2.907 1.248 -0.01
C 0.576 -2.725 3.448 0.00
C 1.138 -3.264 4.594 0.00
C 1.550 -2.384 5.591 0.00
C 1.370 -1.022 5.412 0.00
C 0.745 -0.573 4.245 0.00
N 0.383 -1.409 3.284 -0.01
C 0.430 0.927 3.942 0.00
O 0.988 1.770 4.611 0.00
O -0.384 1.079 2.983 -0.02
H -0.093 -5.246 1.548 0.00
H 1.259 -4.332 4.678 0.00
H 2.012 -2.770 6.486 0.00
H 1.703 -0.299 6.140 0.00
N -7.718 -2.473 -5.868 0.00
C -7.216 -2.282 -4.857 0.00
C -6.557 -2.018 -3.632 0.00
C -5.173 -2.179 -3.564 0.00
C -4.502 -1.853 -2.405 0.00
C -5.212 -1.372 -1.307 0.00
C -6.596 -1.240 -1.359 0.00
C -7.269 -1.564 -2.522 0.00
N -4.488 -0.971 -0.167 0.00
C -4.662 0.181 0.546 0.00
C -3.636 0.241 1.443 0.00
N -2.840 -0.868 1.302 -0.02
C -3.384 -1.568 0.325 0.00
H -4.631 -2.534 -4.426 0.00
H -3.427 -1.932 -2.353 0.00
H -7.142 -0.891 -0.497 0.00
H -8.340 -1.456 -2.579 0.00
H -5.468 0.855 0.348 0.00
H -3.432 0.992 2.186 0.00
H -3.030 -2.526 -0.012 0.00
C 3.810 0.538 3.199 0.00
C 3.971 1.047 1.766 0.00
C 5.362 0.718 1.229 0.00
P 2.511 0.445 0.739 -0.02
C 2.334 1.808 -0.537 0.00
C 1.680 3.009 0.147 0.00
C 3.607 2.215 -1.268 0.00
C 3.181 -0.974 -0.286 0.00
C 2.149 -1.327 -1.356 0.00
C 3.434 -2.187 0.612 0.00
H 4.693 0.779 3.787 0.00
H 3.678 -0.544 3.221 0.00
H 2.954 1.007 3.676 0.00
H 3.855 2.138 1.781 0.00
H 5.592 -0.336 1.350 0.00
H 6.097 1.282 1.801 0.00
H 5.480 0.989 0.185 0.00
H 1.608 1.432 -1.268 0.00
H 2.359 3.470 0.861 0.00
H 0.765 2.706 0.673 0.00
H 1.412 3.754 -0.599 0.00
H 4.324 2.673 -0.594 0.00
H 3.363 2.952 -2.028 0.00
H 4.079 1.372 -1.766 0.00
H 4.121 -0.673 -0.755 0.00
H 1.212 -1.660 -0.882 0.00
H 2.523 -2.128 -1.991 0.00
H 1.930 -0.471 -1.990 0.00
H 2.537 -2.423 1.193 0.00
H 4.254 -2.019 1.307 0.00
H 3.684 -3.057 0.006 0.00
C -0.896 0.734 -0.803 -0.02
C -0.926 1.523 -1.732 0.00
C -0.861 2.436 -2.820 0.00
C -0.950 3.809 -2.585 0.00
C -0.790 4.702 -3.627 0.00
C -0.537 4.239 -4.909 0.00
C -0.461 2.876 -5.150 0.00
C -0.620 1.975 -4.114 0.00
H -1.132 4.158 -1.578 0.00
H -0.860 5.762 -3.435 0.00
H -0.398 4.938 -5.720 0.00
H -0.274 2.511 -6.149 0.00
H -0.545 0.911 -4.290 0.00
```

Values from the calculation:
Spin multiplicity: 7
Charge: +1
E_HOMO (alpha / beta) in eV: -10.53 / -10.54
Energy above the lowest of the compared OMol25 structures with the same formula, charge and spin in kJ/mol: 0.0
Frontier orbital gap (alpha / beta) in eV: 6.75 / 6.79
<S²>: 12.688


Entry 3:
ORCA calculation (ωB97M-V/def2-TZVPD) on a structure of composition C34H37N8PtS3.

Geometry as XYZ:
```
83
Properties=species:S:1:pos:R:3:lowdin_spin:R:1
Pt 0.473 -0.650 0.807 1.45
C -0.786 2.678 2.050 0.00
C 0.648 3.198 2.085 0.01
C 1.725 2.115 2.161 0.02
N 1.813 1.207 1.022 0.22
C 2.561 1.444 -0.007 0.01
C 3.165 2.739 -0.212 0.17
C 3.987 3.222 -1.190 -0.02
C 4.544 2.573 -2.301 0.22
C 4.420 1.231 -2.645 -0.03
C 3.722 0.230 -2.009 0.18
C 2.833 0.245 -0.886 0.00
N 2.239 -0.853 -0.516 0.28
C 2.764 -2.167 -0.855 0.02
C 2.362 -3.197 0.199 0.01
C 2.642 -2.797 1.649 0.02
N 1.595 -1.936 2.198 0.26
C 1.432 -1.736 3.466 0.00
C 2.383 -2.264 4.413 0.18
C 2.418 -2.274 5.781 -0.02
C 1.487 -1.777 6.696 0.23
C 0.309 -1.086 6.405 -0.02
C -0.209 -0.702 5.197 0.18
C 0.230 -0.900 3.837 0.00
N -0.426 -0.383 2.843 0.24
C -1.610 0.445 3.027 0.01
C -1.242 1.909 3.305 0.01
H -0.900 2.041 1.175 0.00
H -1.450 3.529 1.888 0.00
H 0.788 3.843 2.957 0.00
H 0.816 3.824 1.205 0.00
H 1.526 1.481 3.028 0.00
H 2.699 2.580 2.338 0.00
H 2.881 3.470 0.531 0.01
H 4.246 4.270 -1.092 -0.01
H 5.154 3.182 -2.955 0.01
H 4.950 0.925 -3.538 -0.01
H 3.787 -0.736 -2.491 0.01
H 3.856 -2.113 -0.909 0.00
H 2.402 -2.493 -1.834 0.01
H 2.924 -4.109 -0.013 0.00
H 1.303 -3.441 0.103 0.00
H 3.608 -2.282 1.729 0.01
H 2.709 -3.711 2.243 0.00
H 3.240 -2.729 3.949 0.01
H 3.289 -2.752 6.214 -0.01
H 1.706 -1.938 7.743 0.01
H -0.278 -0.788 7.265 -0.01
H -1.125 -0.138 5.282 0.01
H -2.261 0.046 3.806 0.00
H -2.174 0.386 2.097 0.00
H -0.470 1.937 4.081 0.00
H -2.118 2.394 3.738 0.00
S -0.905 -0.924 -5.258 0.00
C -1.382 -1.538 -3.791 0.00
S -0.206 -1.947 -2.580 0.00
C -1.470 -2.219 -1.407 0.02
N -2.647 -2.094 -1.908 0.03
N -2.605 -1.751 -3.245 0.00
C -3.880 -1.516 -3.850 0.00
C -4.061 -1.596 -5.224 0.00
C -5.318 -1.355 -5.761 0.00
C -6.392 -1.041 -4.946 0.00
C -6.206 -0.983 -3.571 0.00
C -4.959 -1.221 -3.018 0.00
S -1.145 -2.523 0.264 0.13
H -3.239 -1.854 -5.871 0.00
H -5.450 -1.424 -6.833 0.00
H -7.368 -0.857 -5.373 0.00
H -7.039 -0.759 -2.918 0.00
H -4.819 -1.197 -1.949 0.00
C -1.247 2.501 -3.743 0.00
N -1.348 1.789 -2.478 0.00
C -2.509 1.366 -1.882 0.00
C -2.135 0.677 -0.770 0.00
N -0.764 0.673 -0.676 0.07
C -0.330 1.342 -1.726 0.00
H -1.897 3.374 -3.724 0.00
H -1.524 1.839 -4.561 0.00
H -0.218 2.825 -3.882 0.00
H -3.476 1.565 -2.311 0.00
H -2.751 0.139 -0.070 0.00
H 0.699 1.517 -1.993 0.00
```

Values from the calculation:
Spin multiplicity: 5
Charge: +1
E_HOMO (alpha / beta) in eV: -9.00 / -9.49
Energy above the lowest of the compared OMol25 structures with the same formula, charge and spin in kJ/mol: 0.0
Frontier orbital gap (alpha / beta) in eV: 6.11 / 4.52
<S²>: 6.203